{"formula": "CH2BrNO3", "method": "ωB97M-V/def2-TZVPD", "total_charge": 0, "e_tot_ev": -78737.9086, "homo_ha": [-0.3875, -0.3875], "homo_lumo_gap_ev": [9.24, 9.24], "relative_energy_kj_mol": 322.3, "species": ["C", "N", "O", "O", "O", "Br", "H", "H"], "coordinates": [[1.106, 0.549, -0.306], [-1.402, -0.572, 0.288], [-1.310, 0.452, 0.917], [-2.281, -1.378, 0.223], [-0.416, -0.846, -0.551], [2.550, -0.235, 0.389], [1.392, 0.830, -1.324], [0.360, 1.198, 0.363]], "forces_ev_per_angstrom": [[-3.7203, 0.8119, 0.2041], [0.8900, -0.3020, -1.7025], [-0.9911, 0.5885, 1.3242], [-0.9622, 0.0017, 0.9233], [3.0770, 1.4744, -0.2898], [0.8501, -0.8912, 1.0357], [-1.1214, -0.0878, 0.1110], [1.9779, -1.5956, -1.6061]], "nbo_charge": [-0.240, 0.727, -0.449, -0.360, -0.431, 0.232, 0.220, 0.302]}